#one
ORCA calculation (ωB97M-V with the def2-TZVPD basis set) on the ion C4H6N with charge +1.

Its HOMO energy (spin up / spin down) is -0.430 / -0.659 Eh. The calculation puts the LUMO energy (spin up / spin down) at -0.151 / -0.314 hartree.

```
! RIJCOSX wB97M-V def2-TZVPD def2/J DEFGRID3
* xyz 1 3
C 2.23399 -0.27937 -0.72335
C -0.54160 1.34765 0.63441
C -0.04483 0.28983 0.10390
C -0.98968 -0.88744 -0.14971
N 1.24409 0.10927 -0.31447
H 3.15278 -0.54781 -1.19306
H -0.02122 2.20141 1.07020
H -1.51909 1.32537 1.08118
H -1.87422 -0.40194 -0.43928
H -0.54041 -1.71341 -0.83826
H -1.09982 -1.44355 0.76846
*
```

These are the natural (NBO) partial charges, in e, on atoms 1 to 5:
1 C 0.335
2 C -0.242
3 C 0.313
4 C -0.649
5 N -0.309

#two
ORCA calculation (ωB97M-V with the def2-TZVPD basis set) on a cluster of 2 separate species, C4H6N in total.

Its HOMO energy (spin up / spin down) is -0.440 / -0.588 Eh. The calculation puts the LUMO energy (spin up / spin down) at -0.185 / -0.327 hartree.

```
! RIJCOSX wB97M-V def2-TZVPD def2/J DEFGRID3
* xyz 1 3
C -1.05127 -0.12603 -1.63166
C -0.67172 0.13375 -0.38865
C -0.04281 2.21586 -1.81432
C 0.44044 -1.71827 2.29696
N -0.45308 1.11572 -1.37931
H -1.45780 -0.64355 -2.46749
H 0.41217 2.93378 -1.15035
H -0.14278 2.45724 -2.86436
H 0.63624 -2.69748 1.89048
H -0.56163 -1.45059 2.58577
H 1.24670 -1.01587 2.43104
*
```

These are the natural (NBO) partial charges, in e, on atoms 1 to 5:
1 C -0.025
2 C 0.507
3 C -0.025
4 C -0.507
5 N -0.264

Most stable one: #one, least stable one: #two.

#one
ORCA calculation (ωB97M-V with the def2-TZVPD basis set) on the ion H3O4PSi with charge -2.

Its HOMO energy is 0.003 Eh. The SMILES is O=[P@@]([O-])(O)[SiH2][O-]. The calculation puts the LUMO energy at 0.264 hartree.

```
! RIJCOSX wB97M-V def2-TZVPD def2/J DEFGRID3
* xyz -2 1
O -0.58902 -1.59828 0.71975
O -0.58718 -1.13606 -1.86601
O -2.35265 0.19806 -0.14721
O 1.55616 0.69038 1.52946
Si 1.07504 0.76938 0.04326
P -0.78828 -0.45042 -0.54662
H -1.00436 -0.97682 1.35700
H 2.09343 0.24453 -0.93189
H 0.59687 2.25922 -0.15774
*
```

These are the natural (NBO) partial charges, in e, on atoms 1 to 5:
1 O -1.029
2 O -1.197
3 O -1.235
4 O -1.360
5 Si 1.141

#two
ORCA calculation (ωB97M-V with the def2-TZVPD basis set) on a cluster of 2 separate species, H3O4PSi in total.

Its HOMO energy is -0.019 Eh. The calculation puts the LUMO energy at 0.260 hartree.

```
! RIJCOSX wB97M-V def2-TZVPD def2/J DEFGRID3
* xyz -2 1
O 0.70820 -1.56451 2.36887
O -1.26224 -2.83365 1.29852
O -1.72713 0.30977 1.29987
O 2.03837 -1.51921 -0.97510
Si 0.50341 -1.32947 -0.83618
P -0.25566 -1.70241 1.23636
H -1.98937 -0.09030 0.51890
H -0.10663 -2.32554 -1.71323
H -0.44418 -0.15964 -1.11392
*
```

These are the natural (NBO) partial charges, in e, on atoms 1 to 5:
1 O -1.137
2 O -1.155
3 O -1.192
4 O -1.316
5 Si 1.163

Most stable one: #one, least stable one: #two.

#one
ORCA calculation (ωB97M-V with the def2-TZVPD basis set) on the ion CH3N2O with charge +1.

Its HOMO energy is -0.615 Eh. The SMILES is O=[N+]1CN1. The calculation puts the LUMO energy at -0.217 hartree.

```
! RIJCOSX wB97M-V def2-TZVPD def2/J DEFGRID3
* xyz 1 1
C -0.56581 -0.54912 -0.50234
N -0.33047 0.48584 0.55516
N 0.84332 0.17227 0.18894
O 1.96241 0.27922 0.33016
H -0.47526 -1.49296 -0.18592
H -0.85821 -0.30142 -1.48044
H -0.57598 1.40617 1.09444
*
```

These are the natural (NBO) partial charges, in e, on atoms 1 to 5:
1 C 0.024
2 N -0.341
3 N 0.466
4 O -0.100
5 H 0.222

#two
ORCA calculation (ωB97M-V with the def2-TZVPD basis set) on a structure of composition CH3N2O.

Its HOMO energy (spin up / spin down) is -0.589 / -0.589 Eh. The calculation puts the LUMO energy (spin up / spin down) at -0.215 / -0.215 hartree.

```
! RIJCOSX wB97M-V def2-TZVPD def2/J DEFGRID3
* xyz 1 1
C 0.09416 -1.10152 -0.99086
N -0.17557 1.36228 1.39593
N 0.08736 0.35946 0.96787
O -0.25337 0.04031 -0.76697
H 0.24568 -1.31666 -2.02608
H 0.56375 -1.60925 -0.15345
H -0.56201 2.26537 1.57357
*
```

These are the natural (NBO) partial charges, in e, on atoms 1 to 5:
1 C 0.337
2 N -0.127
3 N 0.322
4 O -0.408
5 H 0.205

Most stable one: #two, least stable one: #one.